(1)
{
  "formula": "C28H27F6N6O3PPmS2",
  "method": "ωB97M-V with the def2-TZVPD basis set",
  "species": ["Pm", "C", "N", "C", "C", "O", "C", "O", "C", "C", "O", "N", "C", "C", "H", "H", "H", "H", "H", "H", "H", "H", "H", "H", "H", "H", "H", "H", "H", "H", "S", "C", "C", "C", "C", "N", "C", "C", "C", "S", "C", "N", "H", "H", "C", "C", "C", "C", "C", "C", "H", "H", "H", "H", "H", "F", "P", "F", "F", "F", "F", "F", "N", "C", "C", "C", "C", "C", "N", "C", "H", "H", "H", "H"],
  "coordinates": [[0.07938, -0.15283, 0.81934], [-0.17527, -2.01524, -3.98546], [0.17307, -0.60906, -3.89543], [-0.06686, 0.17338, -5.08638], [0.50684, -0.10805, -2.69677], [0.50257, -0.78545, -1.67543], [0.88230, 1.37782, -2.60058], [1.29070, 1.69655, -1.28542], [2.68399, 1.82557, -1.04976], [3.24270, 0.61929, -0.27639], [2.51387, -0.34554, -0.04396], [4.51182, 0.66525, 0.13977], [5.03304, -0.45978, 0.89201], [5.40596, 1.78960, 0.00858], [0.44427, -2.50169, -4.73916], [0.00510, -2.47788, -3.01641], [-1.22504, -2.13654, -4.25762], [0.20332, -0.41765, -5.96111], [-1.12492, 0.44247, -5.16754], [0.52149, 1.08581, -5.09012], [1.66367, 1.63305, -3.32629], [-0.00498, 1.99058, -2.80573], [3.23283, 1.96248, -1.98971], [2.78990, 2.72424, -0.43035], [4.30243, -1.26595, 0.86049], [5.97430, -0.79256, 0.45554], [5.19826, -0.16819, 1.92925], [4.86559, 2.70657, -0.20505], [5.94111, 1.92361, 0.95015], [6.13896, 1.61460, -0.78395], [0.35994, -1.40838, 3.43631], [-1.18083, -2.11179, 3.09866], [-2.23899, -1.93803, 3.99015], [-3.48660, -2.48213, 3.72960], [-4.56419, -2.23866, 4.60713], [-5.43369, -2.02965, 5.32634], [-3.67087, -3.27736, 2.57499], [-2.61702, -3.47137, 1.69400], [-1.38164, -2.85868, 1.90260], [-0.12102, -2.98772, 0.71631], [-4.92601, -3.85010, 2.28773], [-5.93895, -4.31549, 2.01472], [-2.07862, -1.34747, 4.87990], [-2.75713, -4.09874, 0.82556], [3.41871, 3.23017, 3.29794], [2.44125, 3.65018, 2.41521], [1.57957, 2.72391, 1.83846], [1.70311, 1.35103, 2.08509], [2.69673, 0.95592, 2.98499], [3.53102, 1.88421, 3.59574], [4.06849, 3.95266, 3.77288], [2.32839, 4.70239, 2.19048], [0.79903, 3.10741, 1.18680], [2.81909, -0.09435, 3.23777], [4.26015, 1.54911, 4.32301], [-1.10561, 1.66980, 0.42471], [-2.32021, 1.55817, 1.66219], [-3.38153, 1.32262, 2.79305], [-1.07209, 1.36955, 2.70700], [-3.41337, 1.61749, 0.49958], [-2.19044, -0.10551, 1.39841], [-2.26092, 3.12744, 1.81198], [-4.35144, 2.00311, -4.24499], [-4.03556, 1.12351, -3.58198], [-3.57407, 0.03456, -2.80819], [-4.06537, -1.25755, -3.00559], [-3.47996, -2.28423, -2.28924], [-2.46519, -1.98467, -1.38893], [-2.02870, -0.74838, -1.15992], [-2.56339, 0.23545, -1.86449], [-4.87059, -1.43356, -3.70486], [-3.79496, -3.30738, -2.42437], [-1.95592, -2.76792, -0.84037], [-2.19103, 1.23595, -1.68288]],
  "forces_ev_per_angstrom": [[3.1769, -1.4433, -0.8413], [-0.0106, -0.2163, 0.1504], [0.0730, -0.2636, 0.0807], [-0.0784, 0.2278, -0.0533], [0.1266, 0.2980, 0.1846], [0.1348, 0.0356, -0.0643], [-0.0551, -0.0298, 0.2409], [0.0447, -0.1846, -0.0764], [0.0112, 0.1036, 0.2241], [-0.2445, 0.1843, 0.0485], [-0.1687, -0.0947, -0.0062], [-0.1519, -0.2158, 0.0264], [-0.0857, -0.2631, 0.0557], [0.1057, 0.2039, -0.1856], [0.0046, 0.0139, -0.0492], [-0.0672, -0.0177, -0.1387], [-0.0297, 0.0187, -0.0066], [0.0481, 0.0479, 0.0201], [0.0184, -0.0021, -0.0389], [0.0358, 0.0389, -0.0405], [-0.1305, -0.0173, 0.0468], [0.1298, -0.0881, -0.1170], [-0.0464, -0.0023, 0.0887], [0.1269, -0.2034, -0.1319], [0.1688, 0.0513, 0.0393], [0.0482, -0.0071, -0.0325], [0.0156, 0.0329, 0.0316], [0.0094, 0.0387, 0.0208], [-0.0768, 0.0444, -0.0271], [0.0178, 0.0242, 0.0203], [-0.6316, 0.1113, 0.2028], [1.1342, 0.2171, 0.1119], [-0.8461, -0.2032, 0.3125], [1.0543, 0.1729, -0.2713], [-0.5365, 0.1528, 0.5172], [-0.1331, 0.0115, 0.1052], [1.2438, 0.3067, -0.2359], [-0.7599, -0.1182, 0.2686], [0.9863, -0.0936, -0.6337], [-0.3384, -0.4189, 0.2296], [-0.7244, -0.3656, -0.2001], [-0.1506, -0.0850, -0.0327], [-0.0464, 0.0150, 0.0493], [-0.0475, 0.0157, -0.0158], [0.1389, 0.1835, 0.0951], [-0.1370, 0.1183, -0.1375], [0.2456, -0.0188, 0.1861], [-0.7235, -0.4537, -0.1347], [-0.0573, 0.3328, -0.0853], [0.1579, -0.3360, 0.1125], [0.0501, 0.0286, 0.0361], [0.0037, 0.1228, 0.0103], [-0.0424, -0.0354, -0.0381], [0.0392, -0.0152, -0.0072], [0.1047, 0.0172, 0.0404], [-0.9677, 1.0793, -0.1196], [-0.5923, 0.5911, 0.4665], [0.0477, 0.0344, -0.1073], [-0.5935, -0.0523, -0.6558], [0.3224, 0.0163, 0.3675], [-0.7233, 0.5761, 0.4158], [-0.0712, -0.3477, -0.0465], [-0.1487, 0.3248, -0.2288], [-0.1138, 0.3588, -0.2234], [0.3565, -0.7577, 0.4677], [0.1642, 0.1300, 0.1012], [-0.0312, 0.1550, 0.0232], [-0.2192, -0.1556, -0.1445], [-0.1862, 0.0179, 0.0303], [-0.2590, 0.0580, -0.2505], [0.0105, -0.0190, -0.0476], [-0.0499, -0.0677, 0.0278], [-0.0405, 0.0466, -0.0390], [-0.0396, 0.0337, 0.0083]],
  "spin_multiplicity": 6,
  "gap_ev": [7.499, 5.108]
}

=====

(2)
{
  "formula": "C6H10O",
  "method": "ωB97M-V with the def2-TZVPD basis set",
  "species": ["C", "C", "C", "C", "C", "C", "O", "H", "H", "H", "H", "H", "H", "H", "H", "H", "H"],
  "coordinates": [[-0.80790, -0.19411, -2.05442], [-0.39287, 0.10336, -0.64677], [-1.05123, 0.79968, 0.28050], [-0.27781, 0.93338, 1.57095], [0.87208, -0.07657, 1.39384], [0.96762, -0.33079, -0.12484], [1.33468, -1.65538, -0.46841], [-0.81375, -1.27439, -2.24180], [-0.09375, 0.24241, -2.76400], [-1.80235, 0.20725, -2.27478], [-2.01635, 1.27813, 0.12675], [-0.89046, 0.73276, 2.45747], [0.10627, 1.95338, 1.68363], [1.81834, 0.26444, 1.82615], [0.61894, -1.02829, 1.88203], [1.74593, 0.29160, -0.58234], [0.68261, -2.24686, -0.06399]],
  "forces_ev_per_angstrom": [[-0.0066, 0.0193, -0.0097], [-0.0494, 0.0941, 0.1263], [0.0759, -0.0825, -0.1024], [-0.0432, -0.0212, 0.0066], [0.0727, -0.0326, 0.0206], [-0.1074, 0.2463, 0.0961], [-0.2061, -0.2529, 0.1088], [0.0035, 0.1759, 0.0319], [-0.0867, -0.0644, 0.0900], [0.1618, -0.0736, 0.0617], [0.1221, -0.1182, 0.0072], [0.0843, 0.0160, -0.1266], [-0.0238, -0.0416, -0.0116], [-0.1584, -0.0734, -0.0884], [0.0081, 0.1580, -0.1055], [-0.0363, -0.0430, 0.0164], [0.1894, 0.0938, -0.1213]],
  "smiles": "CC1=CCC[C@H]1O",
  "gap_ev": 10.156
}

=====

(3)
{
  "formula": "C18H24BBaN8OS4",
  "method": "ωB97M-V with the def2-TZVPD basis set",
  "species": ["Ba", "B", "N", "C", "C", "C", "N", "N", "C", "C", "C", "N", "H", "H", "H", "H", "H", "H", "H", "H", "S", "C", "C", "N", "C", "S", "C", "N", "C", "N", "C", "C", "N", "C", "S", "H", "H", "H", "H", "H", "H", "C", "C", "S", "O", "C", "C", "H", "H", "H", "H", "H", "H", "H", "H", "H", "H"],
  "coordinates": [[1.50046, 0.60670, 0.99269], [-0.98549, 2.33825, 3.96551], [-0.90272, 2.99810, 2.54885], [-1.90068, 3.71597, 2.02920], [-1.46314, 4.31054, 0.85707], [-0.14301, 3.87781, 0.73976], [0.19083, 3.08935, 1.76729], [0.06543, 1.21189, 4.12947], [0.86033, 1.04830, 5.19594], [1.45006, -0.19681, 5.12747], [0.94384, -0.74389, 3.94725], [0.10761, 0.10983, 3.34891], [-2.10166, 1.88585, 4.08249], [-0.74687, 3.16664, 4.81495], [-2.86033, 3.77581, 2.51513], [-2.01869, 4.96408, 0.20590], [0.56491, 4.09062, -0.04727], [0.95641, 1.81279, 5.94826], [2.14961, -0.63620, 5.81633], [1.16635, -1.70501, 3.50533], [1.14656, -2.39422, 0.34920], [2.47056, -3.22475, 1.14912], [2.32312, -4.65579, 1.18006], [2.17311, -5.79845, 1.15986], [3.60113, -2.67000, 1.66817], [4.04886, -0.98518, 1.71089], [4.57448, -3.55600, 2.25705], [5.35781, -4.24387, 2.74642], [1.12174, -0.02232, -5.72289], [1.51380, -0.86679, -4.62400], [1.17729, -2.20929, -4.48004], [1.73492, -2.64534, -3.32944], [2.39425, -1.56928, -2.78960], [2.25366, -0.45965, -3.55551], [2.86144, 1.09180, -3.23972], [1.60256, -0.34015, -6.64935], [1.43270, 0.99304, -5.48745], [0.03905, -0.04881, -5.85171], [0.57990, -2.71863, -5.21443], [1.69602, -3.59409, -2.82679], [2.80874, -1.54976, -1.86601], [-4.30361, 1.48677, -1.08355], [-2.84524, 1.47262, -1.50558], [-1.77547, 0.75153, -0.24488], [-0.38463, 0.75293, -0.85707], [-2.32308, -0.97335, -0.31812], [-2.01850, -1.66669, -1.63439], [-4.88072, 2.11041, -1.76609], [-4.41904, 1.89375, -0.07788], [-4.73709, 0.48673, -1.10087], [-2.45023, 2.48413, -1.60935], [-2.67243, 0.94000, -2.44046], [-3.37659, -0.97933, -0.03821], [-1.75434, -1.44634, 0.48763], [-2.55882, -1.22843, -2.47504], [-2.29736, -2.71774, -1.56664], [-0.94778, -1.62005, -1.84388]],
  "forces_ev_per_angstrom": [[0.3098, 0.0297, 0.0255], [0.1591, -0.1577, 0.1106], [-0.0806, 0.0563, -0.1136], [-0.1389, 0.1471, -0.2009], [-0.1046, 0.0210, -0.0155], [-0.0149, -0.0897, 0.0690], [0.1099, -0.0944, -0.0275], [-0.0753, 0.1975, -0.0157], [0.1422, -0.0819, 0.2263], [0.0237, -0.0120, 0.0303], [0.0390, -0.0482, 0.0128], [-0.0733, -0.1528, -0.1432], [-0.0680, 0.0373, -0.0478], [0.0428, 0.0387, 0.0094], [0.0325, -0.0675, 0.0911], [0.0212, 0.0018, -0.0209], [0.0571, -0.0416, 0.0322], [-0.0938, 0.0801, -0.0653], [0.0154, -0.0083, -0.0153], [-0.0472, 0.0436, -0.1056], [0.1094, 0.1171, -0.0424], [-0.1493, -0.1114, -0.0948], [0.0442, 0.0387, -0.0148], [-0.0198, 0.0033, 0.0157], [0.0733, 0.1539, 0.0813], [-0.0821, -0.0773, -0.1510], [-0.0664, -0.0165, 0.0216], [0.0297, 0.0096, -0.0193], [-0.0577, 0.1071, -0.0948], [0.0319, -0.1449, 0.2659], [0.1410, -0.1025, 0.0360], [-0.2770, 0.1240, -0.2352], [0.1484, 0.3076, 0.1342], [0.1372, 0.2120, 0.0997], [-0.1684, -0.3541, 0.0454], [0.0104, -0.0158, 0.0252], [0.0072, -0.0129, 0.0126], [0.0054, -0.0150, 0.0125], [0.0164, -0.0320, 0.0115], [-0.0215, -0.0117, 0.0015], [-0.0900, -0.0333, 0.0099], [-0.0480, -0.0302, 0.0084], [0.1684, 0.0817, 0.0150], [0.0606, -0.1494, -0.1948], [-0.4296, -0.0171, 0.0987], [0.2742, -0.0113, 0.0511], [0.0639, 0.0729, -0.0647], [-0.0049, 0.0004, 0.0035], [0.0076, 0.0102, 0.0059], [-0.0096, 0.0125, 0.0045], [0.0059, 0.0021, -0.0008], [0.0256, 0.0082, 0.0056], [-0.0400, -0.0122, 0.0067], [-0.0580, -0.0022, 0.0353], [-0.0309, -0.0076, 0.0071], [0.0109, -0.0066, 0.0427], [-0.0746, 0.0034, 0.0191]],
  "gap_ev": 6.042,
  "charge": -1
}

=====

(4)
{
  "formula": "C6H12O",
  "method": "ωB97M-V with the def2-TZVPD basis set",
  "species": ["C", "C", "C", "C", "C", "C", "H", "H", "H", "H", "H", "H", "H", "H", "H", "H", "O", "H", "H"],
  "coordinates": [[-3.58276, 0.83352, -1.49377], [-2.73580, -0.13308, -1.07166], [-1.99377, -0.13354, 0.17856], [-0.49508, -0.42582, 0.25622], [0.18515, -0.99168, 1.30417], [1.43117, -0.44220, 1.99591], [-3.29023, 1.19345, -2.47633], [-4.45385, 1.33984, -1.07272], [-2.48077, -0.79346, -1.91102], [-2.48301, -0.82869, 0.84419], [-1.88683, 0.84736, 0.70147], [0.18380, -0.36913, -0.50302], [-0.65755, -1.53965, 1.80331], [1.38623, 0.28169, 2.73190], [2.35356, -0.13779, 1.33390], [1.88384, -1.30274, 2.56304], [5.37591, 1.16027, -1.59869], [5.38486, 0.31450, -1.16442], [5.87511, 1.12713, -2.42102]],
  "forces_ev_per_angstrom": [[0.0792, -0.0771, -0.6277], [-0.1683, 1.5541, -1.8641], [1.2346, -1.1350, 2.2694], [0.6251, -1.8589, 1.2399], [-3.7540, 1.7390, 0.5069], [3.2076, -4.0622, -2.3616], [-1.3617, -0.8209, -0.8799], [1.0963, 0.4471, 0.9577], [1.1543, 0.4326, 0.3759], [-0.0718, -0.2536, 1.0146], [-1.2077, -0.4100, -0.6222], [1.2791, 2.1160, -2.8423], [1.4772, 0.3606, 1.4052], [-1.2013, 1.8231, 1.1720], [-2.0946, -0.4081, 0.6141], [-0.2917, 0.5569, -0.3607], [-0.2186, 0.9368, -0.1282], [0.2393, -0.5499, -0.1120], [-0.0229, -0.3904, 0.2428]],
  "smiles": "C=CC/C=C/C.O",
  "gap_ev": 9.205
}

=====

(5)
{
  "formula": "C2H3CdO2",
  "method": "ωB97M-V with the def2-TZVPD basis set",
  "species": ["O", "C", "Cd", "O", "C", "H", "H", "H"],
  "coordinates": [[-0.22659, 1.95492, -0.00526], [0.65876, 1.26644, -0.43612], [2.46117, 0.72490, 0.44337], [0.61229, -0.14394, -0.08916], [-0.64220, -0.82009, 0.00555], [-0.40940, -1.88743, 0.06172], [-1.20568, -0.51528, 0.89563], [-1.24836, -0.57952, -0.87572]],
  "forces_ev_per_angstrom": [[2.0267, -0.9492, -2.3632], [-3.5632, 1.2488, 3.1480], [2.7763, 0.5189, 0.5182], [-0.4256, -0.4505, -1.4703], [-1.2622, -0.4923, 0.3212], [-0.0999, 0.2939, -0.1563], [0.2897, 0.0452, -0.1571], [0.2582, -0.2148, 0.1596]],
  "gap_ev": [7.309, 7.308],
  "charge": 1
}

=====

(6)
{
  "formula": "C9H24BN3O3",
  "method": "ωB97M-V with the def2-TZVPD basis set",
  "species": ["C", "C", "C", "N", "O", "B", "O", "C", "C", "C", "N", "O", "C", "C", "C", "N", "H", "H", "H", "H", "H", "H", "H", "H", "H", "H", "H", "H", "H", "H", "H", "H", "H", "H", "H", "H", "H", "H", "H", "H"],
  "coordinates": [[1.46640, -1.52914, -2.43547], [0.22915, -0.68604, -2.03774], [-0.74314, -0.04717, -3.11447], [-1.84269, 0.59078, -2.42943], [0.59014, 0.32512, -1.11227], [0.26535, 0.08120, 0.24594], [-0.32452, -1.07379, 0.60898], [-0.68562, -1.41217, 1.94253], [0.38591, -1.17462, 2.95838], [-1.26644, -2.86051, 1.93099], [-0.36996, -3.65252, 1.13598], [0.55977, 1.05697, 1.16202], [0.71150, 2.48301, 0.90468], [2.11664, 2.72408, 0.26232], [-0.36333, 3.04773, -0.08259], [-1.62670, 2.33056, 0.13672], [1.12320, -2.41185, -2.96279], [2.09672, -0.99135, -3.12164], [2.03753, -1.97489, -1.64785], [-0.24788, -1.43431, -1.42929], [-1.03018, -0.88081, -3.78181], [-0.22987, 0.60838, -3.86042], [-1.67203, 1.41123, -1.78004], [-2.18726, -0.11579, -1.72611], [-1.54055, -0.71940, 2.14845], [1.13854, -1.90431, 2.84474], [-0.07743, -1.24823, 4.00419], [0.79861, -0.15917, 2.79618], [-2.22409, -2.82588, 1.39924], [-1.45845, -3.36130, 2.83075], [-0.20714, -3.19437, 0.19302], [0.55758, -3.49131, 1.51838], [0.60988, 2.97966, 1.88749], [2.04442, 3.57189, -0.43269], [2.48994, 1.87025, -0.31173], [2.81004, 2.99993, 1.07796], [-0.05672, 2.77128, -1.07714], [-0.40240, 4.14723, -0.12233], [-1.32020, 1.47706, 0.53104], [-2.15472, 2.67256, 0.94581]],
  "forces_ev_per_angstrom": [[-0.9514, 0.6398, -1.5188], [0.8363, -0.6586, -0.1722], [1.8921, -0.7446, 0.2867], [-1.1974, -0.3385, 1.6649], [-0.1032, -0.0069, 1.7941], [1.1065, 1.2335, -1.8887], [0.3500, -0.7797, 0.0693], [-2.7746, 0.9033, 1.1024], [-0.9504, 1.1927, 1.2843], [0.2236, 1.7274, -2.9122], [1.4333, -0.3571, -1.8359], [-0.5066, 1.0866, 0.2554], [1.0836, 0.1624, -1.4070], [-0.3211, 0.6836, 1.0309], [0.1239, -1.1220, 0.5545], [-0.9051, 1.4892, 0.4042], [-0.3432, -0.1286, -0.4558], [0.6104, 0.2339, -0.1717], [0.2621, 0.4135, 0.9904], [-1.4520, -0.1640, -0.3013], [-0.6073, 0.2163, 0.5137], [-0.1171, 0.0146, 1.0546], [0.3782, -1.1512, -1.4792], [0.1068, 0.8836, -1.1288], [0.4987, -0.3893, 0.2693], [1.1764, -0.8469, 0.1222], [0.7375, 0.0598, -1.4438], [-0.1211, -0.8193, 0.4876], [0.0105, 0.0407, 0.0873], [0.0720, -0.1192, 1.7305], [-0.8667, -0.7711, 1.4005], [0.1793, -0.5845, 0.3026], [0.1286, -0.3953, -0.4098], [0.1286, -0.0992, 0.2146], [-0.2797, 0.0698, 0.3167], [0.0126, -0.2574, -0.6028], [0.3376, -0.1740, -0.4799], [-0.2568, -0.4025, 0.6464], [-0.0224, -1.3186, 0.1110], [0.0877, 0.5776, -0.4861]],
  "smiles": "C[C@H](CN)OB(O[C@H](C)CN)O[C@@H](C)CN",
  "gap_ev": 9.483
}

=====

Computed energy above the lowest of the compared OMol25 structures with the same formula, charge and spin (kcal/mol) in order:
11.3; 0.2; 12.9; 123.6; 0.0; 24.6